## w
2 unconnected molecules or ions with the total composition CH2FNO2. Source: the OMol25 dataset; level of theory: wB97M-V/def2-TZVPD.

Summary:
LUMO level (spin up / spin down)	-0.07858 / -0.07809	Eh
HOMO-LUMO gap (spin up / spin down)	8.8786 / 8.9603	eV

Structure (ORCA input):
```
! RIJCOSX wB97M-V def2-TZVPD def2/J DEFGRID3
* xyz 0 1
C -0.773 0.639 0.427
N -0.072 -0.317 -0.358
O -0.946 1.798 0.192
O 0.709 -1.112 0.407
F 1.277 0.376 -1.549
H -1.444 0.175 1.217
H 1.249 -1.558 -0.337
*
```


## x
CH2FNO2 in the gas phase. Source: the OMol25 dataset; level of theory: wB97M-V/def2-TZVPD.

Summary:
LUMO level	-0.04215	Eh
HOMO-LUMO gap	10.2153	eV
SMILES	O=[N+]([O-])CF

Structure (ORCA input):
```
! RIJCOSX wB97M-V def2-TZVPD def2/J DEFGRID3
* xyz 0 1
O 1.706 0.713 0.001
N 0.844 -0.121 0.021
O 1.153 -1.481 0.001
C -0.571 0.088 -0.025
F -0.817 1.459 -0.006
H -1.119 -0.191 -0.864
H -1.196 -0.467 0.872
*
```


x wins, 0.978 eV ahead of the next structure.


## w
A molecular structure, C5H9N2. Source: the OMol25 dataset; level of theory: wB97M-V/def2-TZVPD.

Summary:
LUMO level (spin up / spin down)	-0.21115 / -0.21112	Eh
HOMO-LUMO gap (spin up / spin down)	7.6305 / 7.6320	eV

Structure (ORCA input):
```
! RIJCOSX wB97M-V def2-TZVPD def2/J DEFGRID3
* xyz 1 1
C -3.381 -1.612 -0.492
C 1.970 0.582 -0.129
C 0.800 1.568 -0.197
C 1.025 -0.503 0.538
C 0.026 0.538 0.521
N -1.645 -0.057 -0.997
N -2.366 -0.955 -0.858
H -3.666 -2.481 -0.843
H -4.123 -1.223 0.150
H 2.491 0.097 -1.002
H 2.794 1.128 0.509
H 0.637 2.556 0.351
H 0.626 1.826 -1.149
H 0.795 -1.246 -0.171
H 1.196 -0.819 1.590
H -0.653 0.623 1.321
*
```


## x
2 unconnected molecules or ions with the total composition C5H9N2. Source: the OMol25 dataset; level of theory: wB97M-V/def2-TZVPD.

Summary:
LUMO level (spin up / spin down)	-0.15142 / -0.26773	Eh
HOMO-LUMO gap (spin up / spin down)	9.2851 / 5.7710	eV

Structure (ORCA input):
```
! RIJCOSX wB97M-V def2-TZVPD def2/J DEFGRID3
* xyz 1 1
C -1.666 -0.722 -0.090
C 3.157 0.164 0.929
C 2.880 0.363 -0.505
C -0.963 -1.852 0.073
C -3.445 1.064 -0.282
N 1.917 -0.321 0.323
N -2.376 0.209 -0.334
H -1.200 -2.741 -0.525
H 3.824 -0.638 1.284
H 3.051 1.059 1.502
H 2.756 1.399 -0.693
H 3.235 -0.323 -1.275
H -0.044 -1.864 0.599
H -3.417 1.785 0.551
H -4.387 0.617 -0.473
H -3.322 1.800 -1.082
*
```


x wins, 0.097 eV ahead of the next structure.


## w
A molecular structure, C5H9N2. Source: the OMol25 dataset; level of theory: wB97M-V/def2-TZVPD.

Summary:
LUMO level (spin up / spin down)	-0.23975 / -0.22371	Eh
HOMO-LUMO gap (spin up / spin down)	7.4743 / 9.0081	eV

Structure (ORCA input):
```
! RIJCOSX wB97M-V def2-TZVPD def2/J DEFGRID3
* xyz 1 1
C 1.908 0.161 0.138
C 0.711 0.859 -0.005
C 0.562 -1.659 -0.176
C 0.109 2.144 -0.139
C -1.812 -0.757 0.147
N 1.879 -1.161 -0.031
N -0.429 -0.704 -0.049
H 2.764 0.797 0.285
H 0.709 -2.294 -1.056
H 0.322 -2.363 0.634
H -0.370 2.227 -1.025
H 0.945 2.974 -0.146
H -0.578 2.341 0.701
H -2.491 -0.091 -0.340
H -1.968 -0.749 1.211
H -2.261 -1.724 -0.148
*
```


## x
A gas-phase ion, C5H9N2 (charge +1). Source: the OMol25 dataset; level of theory: wB97M-V/def2-TZVPD.

Summary:
LUMO level	-0.24865	Eh
HOMO-LUMO gap	7.1839	eV
SMILES	[H]\N=C/[NH+]=C/C=C\C

Structure (ORCA input):
```
! RIJCOSX wB97M-V def2-TZVPD def2/J DEFGRID3
* xyz 1 1
H -1.989 -0.118 0.796
N -2.285 -0.731 -0.119
C -2.103 0.514 -0.512
N -0.774 1.131 -0.612
C -0.131 1.180 0.636
C 1.192 0.833 0.828
C 1.818 -0.180 0.036
C 1.087 -1.419 -0.374
H -2.866 0.936 -1.207
H -0.267 0.693 -1.372
H -0.701 1.683 1.425
H 1.558 0.918 1.846
H 2.913 -0.230 0.068
H 1.349 -2.341 0.181
H 0.055 -1.244 -0.163
H 1.145 -1.625 -1.456
*
```


## y
A gas-phase ion, C5H9N2 (charge +1). Source: the OMol25 dataset; level of theory: wB97M-V/def2-TZVPD.

Summary:
LUMO level	-0.20340	Eh
HOMO-LUMO gap	8.9270	eV
SMILES	C[C@@H]1CN[C@@H]2C=[N+]12

Structure (ORCA input):
```
! RIJCOSX wB97M-V def2-TZVPD def2/J DEFGRID3
* xyz 1 1
C 1.875 0.308 -0.539
C 0.445 0.717 -0.309
C -0.122 0.471 1.196
N -1.354 -0.423 0.920
C -1.743 -0.367 -0.462
C -0.751 -1.327 -1.053
N -0.448 -0.070 -1.101
H 1.920 -0.728 -0.182
H 2.472 0.993 0.158
H 2.261 0.529 -1.532
H 0.350 1.722 -0.444
H 0.393 -0.212 1.817
H -0.210 1.383 1.776
H -2.011 -0.793 1.577
H -2.532 0.135 -0.971
H -0.545 -2.337 -0.851
*
```


y wins, 0.788 eV ahead of the next structure.


## w
2 unconnected molecules or ions with the total composition C7H13N7. Source: the OMol25 dataset; level of theory: wB97M-V/def2-TZVPD.

Summary:
LUMO level	-0.27444	Eh
HOMO-LUMO gap	7.6144	eV

Structure (ORCA input):
```
! RIJCOSX wB97M-V def2-TZVPD def2/J DEFGRID3
* xyz 2 1
C -2.669 2.007 -0.206
C -0.932 1.102 -1.114
C 3.543 1.758 -1.100
C 3.084 1.145 -0.016
C 1.027 0.029 0.907
C -0.102 -3.031 -0.639
C -0.287 -0.408 0.711
N -1.835 2.075 -1.269
N 1.676 0.927 0.177
N -2.209 1.161 0.680
N -1.121 0.471 0.022
N -0.272 -2.805 -1.750
N -2.873 0.619 1.732
N -0.162 -3.704 0.448
H -3.513 2.663 -0.006
H -0.146 0.691 -1.754
H 4.595 1.936 -1.107
H 2.784 2.297 -1.788
H 3.787 0.567 0.527
H 1.541 -0.403 1.780
H -0.804 -1.042 1.264
H 1.159 1.418 -0.537
H -0.317 -2.685 -2.819
H -2.296 0.267 2.447
H -3.507 1.269 2.133
H -0.793 -4.454 0.258
H 0.641 -3.871 1.017
*
```


## x
2 unconnected molecules or ions with the total composition C7H13N7. Source: the OMol25 dataset; level of theory: wB97M-V/def2-TZVPD.

Summary:
LUMO level	-0.29556	Eh
HOMO-LUMO gap	7.9616	eV

Structure (ORCA input):
```
! RIJCOSX wB97M-V def2-TZVPD def2/J DEFGRID3
* xyz 2 1
C -3.154 0.895 -0.423
C -1.169 1.018 -1.113
C 3.907 2.046 -0.433
C 3.284 1.254 0.433
C 1.286 -0.092 0.897
C -0.139 -1.897 -0.852
C -0.042 -0.430 0.652
N -2.361 1.346 -1.441
N 1.979 0.730 0.138
N -2.392 0.273 0.511
N -1.071 0.372 0.062
N -0.278 -1.376 -1.934
N -2.604 -0.351 1.748
N -0.244 -2.990 -0.149
H -4.210 1.048 -0.269
H -0.323 1.510 -1.612
H 4.829 2.588 -0.211
H 3.602 2.338 -1.348
H 3.581 0.981 1.399
H 1.724 -0.457 1.725
H -0.516 -0.878 1.501
H 1.383 0.945 -0.710
H -0.282 -1.146 -2.940
H -3.188 -1.129 1.524
H -2.772 0.114 2.648
H -0.434 -2.904 0.889
H -0.395 -3.808 -0.692
*
```


x wins, 0.142 eV ahead of the next structure.


## w
2 unconnected molecules or ions with the total composition C3H7O2S. Source: the OMol25 dataset; level of theory: wB97M-V/def2-TZVPD.

Summary:
LUMO level	0.12297	Eh
HOMO-LUMO gap	7.4959	eV

Structure (ORCA input):
```
! RIJCOSX wB97M-V def2-TZVPD def2/J DEFGRID3
* xyz -1 1
S 2.178 0.827 0.313
C 1.011 1.061 -1.037
C 1.160 -0.237 1.350
H 1.486 1.712 -1.791
H 0.083 1.545 -0.689
H 0.750 0.102 -1.516
H 0.230 0.269 1.657
H 0.896 -1.174 0.830
H 1.739 -0.488 2.255
O -2.303 0.207 0.257
O -1.453 -1.633 -0.797
C -2.371 -0.900 -0.341
H -3.406 -1.293 -0.490
*
```


## x
2 unconnected molecules or ions with the total composition C3H7O2S. Source: the OMol25 dataset; level of theory: wB97M-V/def2-TZVPD.

Summary:
LUMO level	0.14623	Eh
HOMO-LUMO gap	7.0252	eV

Structure (ORCA input):
```
! RIJCOSX wB97M-V def2-TZVPD def2/J DEFGRID3
* xyz -1 1
O 0.193 -2.493 -0.922
C -0.235 -1.646 -0.173
C 0.403 -1.250 1.130
C 0.719 0.281 1.121
S -0.756 1.350 0.821
H -1.152 -1.125 -0.487
H 1.344 -1.809 1.099
H -0.229 -1.482 1.983
H 1.396 0.419 0.275
H 1.245 0.475 2.054
H -0.014 1.602 -1.484
H 0.965 1.079 -2.531
O 0.286 1.788 -2.418
*
```


## y
A molecular structure, C3H7O2S. Source: the OMol25 dataset; level of theory: wB97M-V/def2-TZVPD.

Summary:
LUMO level	0.14347	Eh
HOMO-LUMO gap	7.5981	eV

Structure (ORCA input):
```
! RIJCOSX wB97M-V def2-TZVPD def2/J DEFGRID3
* xyz -1 1
C 1.217 -0.425 1.292
C 1.166 -0.761 -0.274
S 1.189 0.687 -1.317
H 0.346 0.270 1.446
H 2.148 0.247 1.511
H 1.333 -1.497 1.881
H 2.006 -1.420 -0.489
H 0.369 -1.435 -0.468
H -0.380 1.137 -1.080
O -3.477 0.454 -1.029
C -2.338 0.820 -0.593
O -1.440 1.386 -1.336
H -2.139 0.538 0.458
*
```


w wins, 0.516 eV ahead of the next structure.


## w
C7H6O2 in the gas phase. Source: the OMol25 dataset; level of theory: wB97M-V/def2-TZVPD.

Summary:
LUMO level (spin up / spin down)	-0.01393 / -0.01403	Eh
HOMO-LUMO gap (spin up / spin down)	7.0481 / 7.0434	eV

Structure (ORCA input):
```
! RIJCOSX wB97M-V def2-TZVPD def2/J DEFGRID3
* xyz 0 1
C 2.218 -0.187 0.732
C 0.918 -0.147 0.544
C 3.211 -0.869 1.122
C -1.341 -0.868 0.932
C 0.452 0.639 -0.711
C -1.876 0.270 0.139
C -0.972 0.478 -1.036
O 4.153 -1.518 1.249
O -1.689 -1.795 1.638
H 0.881 1.581 -0.512
H 1.041 0.362 -1.539
H -2.858 0.179 -0.059
H -1.723 1.180 0.690
H -1.399 1.247 -1.710
H -1.016 -0.552 -1.479
*
```


## x
C7H6O2 in the gas phase. Source: the OMol25 dataset; level of theory: wB97M-V/def2-TZVPD.

Summary:
LUMO level	0.01562	Eh
HOMO-LUMO gap	8.5910	eV
SMILES	C=C1C=CO[C@@H]1C=C=O

Structure (ORCA input):
```
! RIJCOSX wB97M-V def2-TZVPD def2/J DEFGRID3
* xyz 0 1
C -0.991 -1.413 -0.288
C 0.011 -0.542 -0.242
C 1.188 -0.628 0.616
C 1.666 0.634 0.805
O 1.110 1.557 -0.064
C -0.045 0.881 -0.663
C -1.168 1.751 0.010
C -2.166 1.031 0.473
O -2.660 -0.016 0.786
H -1.804 -1.235 -1.107
H -1.005 -2.338 0.320
H 1.576 -1.484 1.071
H 2.425 1.196 1.353
H 0.157 1.275 -1.746
H -0.989 2.807 0.219
*
```


x wins, 1.957 eV ahead of the next structure.